[1]
Computed, not measured: C4H10F2LiN3O12S2 as an isolated structure, with ωB97M-V/def2-TZVPD.

As for the HOMO-LUMO gap: 6.19 eV. The total charge is -2. For the HOMO energy, the calculation gives -2.0 eV.

Element x y z (Å)
Li: 0.06 -0.11 0.08
N: 0.03 -1.91 0.89
S: 1.21 -2.96 0.57
O: 1.73 -2.99 -0.75
O: 1.03 -4.21 1.25
F: 2.35 -2.26 1.41
S: -1.26 -2.81 0.36
O: -1.88 -3.51 1.42
O: -1.21 -3.44 -0.92
F: -2.21 -1.55 0.08
N: 3.24 0.28 -0.61
O: 3.64 -0.43 -1.55
O: 2.01 0.35 -0.37
O: 4.05 0.93 0.08
N: 1.47 1.60 2.91
O: 1.09 2.63 2.29
O: 0.75 0.57 2.89
O: 2.53 1.61 3.55
C: -1.81 1.83 1.75
O: -1.07 1.29 0.69
C: -1.13 2.12 -0.43
C: -1.11 1.37 -1.77
O: -0.69 0.02 -1.68
C: -0.49 -0.61 -2.91
H: -1.64 1.22 2.64
H: -2.89 1.79 1.54
H: -1.45 2.83 2.00
H: -0.34 2.88 -0.40
H: -2.08 2.67 -0.45
H: -0.52 1.90 -2.53
H: -2.11 1.40 -2.24
H: -0.67 -1.68 -2.77
H: 0.53 -0.55 -3.32
H: -1.18 -0.25 -3.69

[2]
Computed, not measured: an isolated ion of composition C5H11N and charge -1, with ωB97M-V/def2-TZVPD.

Its expectation value of S² is 0.753. As for the HOMO-LUMO gap (spin up / spin down): 3.38 / 7.81 eV. The total charge is -1. For the HOMO energy (spin up / spin down), the calculation gives 1.4 / -3.3 eV. The relative energy (zero: lowest compared OMol25 entry of this formula, charge and spin) is 17.1 kcal per mole. As for the multiplicity: 2.

Element x y z (Å)
C: -1.58 -1.45 -0.10
C: -0.20 -1.08 -0.59
C: 0.33 0.24 -0.07
C: 1.65 0.47 0.17
C: 2.11 1.82 0.72
N: -2.65 -0.45 -0.28
H: -1.57 -1.71 0.96
H: -1.93 -2.36 -0.59
H: -0.17 -1.13 -1.70
H: 0.47 -1.86 -0.22
H: -0.37 1.06 -0.03
H: 2.42 -0.28 0.09
H: 1.71 2.63 0.14
H: 3.17 1.90 0.79
H: 1.68 1.98 1.76
H: -2.38 0.40 0.22
H: -2.67 -0.17 -1.26

[3]
Computed, not measured: a 40-piece molecular cluster, H80O40 overall, with ωB97M-V/def2-TZVPD.

Its expectation value of S² is 0.755. As for the HOMO-LUMO gap (spin up / spin down): 9.19 / 2.78 eV. The total charge is +1. For the HOMO energy (spin up / spin down), the calculation gives -12.5 / -12.5 eV. The relative energy (zero: lowest compared OMol25 entry of this formula, charge and spin) is 287.0 kcal per mole. As for the multiplicity: 2.

Element x y z (Å)
H: -0.68 1.06 -4.70
H: -2.25 1.32 -5.02
O: -1.53 1.39 -4.42
H: -4.52 -1.46 3.74
H: -5.50 -0.29 4.03
O: -5.43 -1.17 3.63
H: -0.76 -0.43 -2.62
H: -2.00 0.44 -2.76
O: -1.65 -0.36 -2.35
H: -2.20 -4.59 -0.20
H: -2.89 -3.55 -0.49
O: -2.59 -4.21 -0.94
H: 1.18 -3.46 5.11
H: 1.66 -2.49 4.21
O: 1.32 -2.51 5.07
H: 3.63 1.97 -0.92
O: 3.97 2.89 -0.86
H: 4.72 0.35 -1.59
O: 3.74 -0.09 -1.64
H: 1.17 2.67 2.30
H: 2.05 3.55 3.10
O: 1.20 3.22 3.12
H: -3.81 -1.07 -5.61
H: -3.09 -0.04 -4.70
O: -3.02 -0.92 -5.10
H: -4.86 3.93 -1.39
H: -3.52 4.42 -2.09
O: -3.98 3.77 -1.64
H: -4.08 3.27 1.51
H: -2.86 4.59 1.62
O: -3.50 4.00 1.03
H: 1.61 -0.53 -3.68
O: 1.68 0.44 -3.50
H: 2.01 5.35 1.72
H: 2.98 4.48 0.98
O: 2.97 5.28 1.51
H: -5.35 -0.49 -2.13
H: -5.00 0.97 -2.64
O: -4.82 -0.03 -2.86
H: -1.43 -3.45 0.62
H: -0.75 -2.72 1.98
O: -0.90 -3.59 1.50
H: -0.50 -3.83 -4.01
H: -0.93 -5.33 -3.54
O: -0.27 -4.79 -4.01
H: 3.47 -4.16 -3.75
H: 2.48 -3.03 -4.24
O: 2.72 -3.66 -3.53
H: 5.02 -2.63 0.35
H: 4.60 -1.21 -0.01
O: 4.67 -1.68 0.63
H: -1.60 1.69 2.56
O: -1.92 1.22 1.78
H: -1.80 3.04 4.39
H: -1.16 1.56 4.51
O: -1.88 2.15 4.34
H: 3.21 -0.21 2.62
O: 2.51 -0.74 3.20
H: -5.39 0.20 2.31
H: -4.13 1.28 2.49
O: -5.01 1.08 2.14
H: 0.49 -1.43 -0.84
H: -0.19 -0.50 0.09
O: 0.41 -0.46 -0.72
H: -5.73 -1.90 -1.95
H: -4.75 -3.06 -2.10
O: -5.60 -2.78 -1.76
H: -1.26 6.18 -2.10
H: -0.39 5.12 -2.87
O: -0.90 5.38 -2.11
H: 1.95 -4.04 2.67
H: 2.02 -5.38 3.36
O: 1.55 -4.51 3.38
H: 1.41 0.97 -5.66
H: 1.14 2.45 -5.79
O: 0.66 1.60 -5.67
H: -3.21 -1.00 -0.79
H: -2.08 -0.48 -0.05
O: -2.70 -1.15 -0.09
H: 0.76 -3.13 0.45
H: 1.49 -2.95 -1.15
O: 1.52 -2.66 -0.17
H: 0.36 -0.47 4.85
H: 0.74 0.82 5.33
O: 0.40 0.43 4.57
H: 5.40 -0.50 2.33
H: 4.94 0.74 1.84
O: 5.04 0.24 2.60
H: -0.33 2.49 -3.34
O: 0.44 3.16 -3.40
H: -2.70 2.84 -0.77
H: -1.48 2.07 -1.22
O: -2.12 2.00 -0.72
H: -1.82 1.53 0.87
H: 3.44 3.45 -0.44
H: 2.65 -0.51 4.11
H: 3.21 0.09 -0.87
H: 2.42 0.36 -2.80
H: 1.20 2.51 -3.67
O: 4.24 -3.38 -1.12
H: 3.44 -2.84 -1.08
H: 4.43 -3.15 -2.01
O: 4.83 3.00 2.28
H: 4.06 3.12 2.78
H: 5.41 2.54 2.91
O: 2.24 1.07 0.33
H: 1.41 0.53 -0.22
H: 2.27 0.60 1.08
O: -1.41 -1.67 5.46
H: -1.96 -1.24 4.78
H: -2.03 -2.42 5.88
O: 0.04 -1.05 1.85
H: -0.19 -0.19 2.18
H: 0.99 -0.87 1.60
O: 2.75 -6.28 -1.20
H: 2.03 -6.11 -1.83
H: 2.80 -5.56 -0.70
O: 0.17 4.35 0.24
H: -0.66 4.23 0.76
H: -0.27 4.94 -0.53

[4]
Computed, not measured: an isolated ion of composition C22H16Br2F3O4S and charge -1, with ωB97M-V/def2-TZVPD.

As for the HOMO-LUMO gap: 5.94 eV. The total charge is -1. For the HOMO energy, the calculation gives -3.5 eV. Its SMILES is COc1ccc([C@H](c2cc(Br)c([O-])c(Br)c2)[C@H](c2ccccc2)S(=O)(=O)C(F)(F)F)cc1.

Element x y z (Å)
C: 1.54 -3.82 4.45
O: 2.14 -3.30 3.25
C: 1.44 -2.41 2.49
C: 0.35 -1.65 2.96
C: -0.22 -0.69 2.13
C: 0.17 -0.53 0.80
C: -0.46 0.63 -0.02
C: -2.00 0.60 0.10
C: -2.76 1.78 -0.11
C: -4.11 1.86 0.11
Br: -5.06 3.45 -0.26
C: -4.88 0.72 0.66
O: -6.07 0.80 0.98
C: -4.06 -0.51 0.83
Br: -4.89 -1.99 1.67
C: -2.73 -0.55 0.47
C: 0.06 0.69 -1.38
C: 1.57 0.84 -1.47
C: 2.30 -0.01 -2.30
C: 3.69 0.02 -2.30
C: 4.35 0.98 -1.53
C: 3.62 1.93 -0.81
C: 2.23 1.86 -0.77
S: -0.40 2.20 -2.54
O: 0.66 2.42 -3.51
O: -0.85 3.31 -1.72
C: -1.79 1.53 -3.63
F: -2.27 2.54 -4.38
F: -2.79 1.00 -2.90
F: -1.29 0.57 -4.44
C: 1.13 -1.43 0.30
C: 1.86 -2.23 1.15
H: 2.25 -4.59 4.78
H: 1.44 -3.04 5.21
H: 0.56 -4.27 4.25
H: -0.04 -1.80 3.97
H: -1.01 -0.06 2.54
H: -0.14 1.56 0.49
H: -2.26 2.68 -0.44
H: -2.23 -1.52 0.56
H: -0.36 -0.13 -1.98
H: 1.74 -0.75 -2.89
H: 4.23 -0.71 -2.89
H: 5.44 0.97 -1.48
H: 4.13 2.73 -0.26
H: 1.65 2.60 -0.20
H: 1.36 -1.51 -0.76
H: 2.76 -2.76 0.82

[5]
Computed, not measured: an isolated molecule of C2H5N3O, with ωB97M-V/def2-TZVPD.

As for the HOMO-LUMO gap: 9.69 eV. For the HOMO energy, the calculation gives -9.6 eV. The relative energy (zero: lowest compared OMol25 entry of this formula, charge and spin) is 116.7 kcal per mole. Its SMILES is [H]/N=C(N)\C=N/O.

Element x y z (Å)
H: -1.36 0.91 -1.19
N: -1.05 -0.02 -1.28
C: 0.03 -0.27 -0.54
N: 0.50 -1.49 -0.69
C: 0.77 0.69 0.37
N: 0.53 1.58 1.31
O: -0.76 1.42 1.64
H: -0.11 -1.86 -1.50
H: 0.67 -2.02 0.41
H: 1.91 0.45 0.10
H: -1.14 0.62 1.38

[6]
Computed, not measured: C11H16N2O2 as an isolated structure, with ωB97M-V/def2-TZVPD.

As for the HOMO-LUMO gap: 9.10 eV. For the HOMO energy, the calculation gives -8.7 eV. The relative energy (zero: lowest compared OMol25 entry of this formula, charge and spin) is 311.9 kcal per mole.

Element x y z (Å)
C: 1.00 2.36 0.81
C: 2.34 0.47 -0.44
C: 3.71 0.09 -0.68
C: 4.04 -1.09 -0.23
C: 1.83 -1.70 0.60
C: 1.50 -0.46 0.09
C: -0.53 0.07 -1.15
C: -1.90 0.00 -1.16
C: -2.47 0.74 -0.17
C: -2.64 -0.05 1.07
C: -2.55 -1.42 0.57
H: 1.45 1.78 2.05
H: -0.28 2.31 0.73
H: 1.72 3.66 0.71
H: 4.69 0.70 -0.95
H: 5.11 -1.35 -0.37
H: 1.20 -2.38 1.44
H: 0.09 0.87 -1.81
H: -0.11 -1.06 -1.70
H: -2.55 0.22 -2.09
H: -3.45 0.88 -0.62
H: -1.90 1.75 -0.04
H: -2.04 0.60 1.88
H: -3.52 0.18 1.54
H: -1.85 -1.81 1.32
H: -3.56 -1.90 0.64
H: -2.08 -2.08 -1.34
N: 3.14 -1.99 0.47
N: -2.39 -1.28 -0.96
O: 1.88 1.70 -0.29
O: 0.10 0.17 0.05

[7]
Computed, not measured: C33H33AsIrN3O5S3 as an isolated structure, with ωB97M-V/def2-TZVPD.

Its expectation value of S² is 0.785. As for the HOMO-LUMO gap (spin up / spin down): 6.63 / 6.32 eV. The total charge is +1. For the HOMO energy (spin up / spin down), the calculation gives -10.5 / -10.8 eV. The relative energy (zero: lowest compared OMol25 entry of this formula, charge and spin) is 83.3 kcal per mole. As for the multiplicity: 2.

Element x y z (Å)
Ir: -1.45 0.70 1.27
C: -2.11 5.15 0.42
C: -1.97 3.90 1.24
S: -0.48 3.10 1.25
C: -3.01 3.39 2.01
C: -4.31 4.11 2.14
S: -2.78 1.97 2.91
H: -1.19 5.37 -0.10
H: -2.39 6.00 1.04
H: -2.90 5.00 -0.32
H: -4.18 5.07 2.65
H: -5.03 3.53 2.71
H: -4.72 4.32 1.15
O: 0.08 0.74 -0.28
As: 1.68 0.64 0.26
C: 2.05 0.88 2.15
C: 3.36 1.12 2.51
C: 3.68 1.32 3.85
C: 2.69 1.27 4.82
C: 1.37 1.02 4.46
C: 1.06 0.84 3.12
C: 2.46 -0.92 -0.53
C: 3.79 -1.25 -0.34
C: 4.32 -2.34 -1.01
C: 3.52 -3.09 -1.87
C: 2.18 -2.77 -2.03
C: 1.65 -1.68 -1.37
C: 2.54 2.14 -0.60
C: 2.59 2.11 -1.99
C: 3.03 3.22 -2.68
C: 3.44 4.36 -1.99
C: 3.39 4.39 -0.61
C: 2.93 3.28 0.09
H: 4.14 1.16 1.76
H: 4.71 1.51 4.14
H: 2.94 1.42 5.86
H: 0.59 0.97 5.21
H: 0.02 0.63 2.85
H: 4.42 -0.66 0.32
H: 5.36 -2.61 -0.87
H: 3.95 -3.93 -2.41
H: 1.56 -3.37 -2.68
H: 0.61 -1.39 -1.50
H: 2.27 1.23 -2.52
H: 3.06 3.21 -3.77
H: 3.79 5.23 -2.53
H: 3.69 5.28 -0.07
H: 2.87 3.32 1.17
O: 0.41 -1.35 1.56
C: -0.54 -1.99 1.11
O: -1.71 -1.48 0.92
C: -0.35 -3.44 0.78
C: -0.86 -4.00 -0.38
C: -0.64 -5.34 -0.66
C: 0.08 -6.09 0.26
C: 0.58 -5.55 1.42
C: 0.37 -4.21 1.68
N: 0.32 -7.52 -0.03
O: 0.87 -8.18 0.82
O: -0.05 -7.94 -1.11
H: -1.42 -3.40 -1.09
H: -1.01 -5.81 -1.55
H: 1.13 -6.19 2.11
H: 0.76 -3.75 2.58
C: -5.04 1.42 -2.75
N: -4.11 0.34 -2.52
C: -3.89 -0.73 -3.50
C: -2.94 -1.69 -2.76
N: -2.69 -0.99 -1.50
C: -3.38 0.13 -1.42
S: -3.38 1.22 -0.10
H: -4.61 2.19 -3.40
H: -5.31 1.87 -1.80
H: -5.94 1.02 -3.22
H: -3.44 -0.33 -4.40
H: -4.85 -1.19 -3.76
H: -2.01 -1.85 -3.30
H: -3.40 -2.67 -2.57
H: -2.22 -1.38 -0.69

[8]
Computed, not measured: C19H34GeINO4RhSSi3 as an isolated structure, with ωB97M-V/def2-TZVPD.

Its expectation value of S² is 8.781. As for the HOMO-LUMO gap (spin up / spin down): 7.95 / 5.86 eV. For the HOMO energy (spin up / spin down), the calculation gives -7.7 / -8.7 eV. The relative energy (zero: lowest compared OMol25 entry of this formula, charge and spin) is 12.4 kcal per mole. As for the multiplicity: 6.

Element x y z (Å)
Rh: 0.96 -0.49 -0.56
C: 1.24 -4.43 1.89
Si: -0.48 -4.00 1.36
C: -1.67 -5.08 2.29
C: -0.72 -4.21 -0.48
Ge: -0.72 -1.25 1.13
Si: -3.14 -1.20 1.24
C: -3.81 -2.04 -0.29
C: -3.75 -2.10 2.76
C: -3.77 0.54 1.31
Si: 0.22 -0.99 3.38
C: 2.08 -1.06 3.29
C: -0.41 -2.32 4.53
C: -0.35 0.66 4.04
H: 1.44 -5.45 1.53
H: 1.34 -4.44 2.98
H: 1.99 -3.77 1.47
H: -1.31 -6.11 2.18
H: -2.69 -5.04 1.89
H: -1.70 -4.85 3.36
H: -0.28 -5.17 -0.78
H: -0.23 -3.42 -1.05
H: -1.78 -4.22 -0.73
H: -3.72 -3.13 -0.23
H: -3.29 -1.70 -1.19
H: -4.87 -1.80 -0.41
H: -3.26 -3.06 2.92
H: -4.82 -2.28 2.64
H: -3.61 -1.49 3.65
H: -3.48 1.11 0.43
H: -3.39 1.07 2.19
H: -4.86 0.50 1.37
H: 2.43 -2.07 3.10
H: 2.51 -0.72 4.23
H: 2.44 -0.41 2.49
H: 0.01 -3.30 4.31
H: -1.50 -2.40 4.50
H: -0.12 -2.06 5.56
H: 0.26 1.48 3.65
H: -0.23 0.64 5.13
H: -1.39 0.86 3.81
I: 2.98 -2.09 -0.67
C: 2.85 7.15 -4.46
C: 3.53 6.97 -5.80
O: 4.19 7.82 -6.31
S: 3.26 5.47 -6.77
C: 2.61 4.29 -5.61
C: 3.43 3.75 -4.61
C: 2.93 2.79 -3.75
C: 1.61 2.34 -3.89
C: 0.80 2.88 -4.89
C: 1.30 3.85 -5.75
C: 1.11 1.33 -3.01
C: 0.63 0.49 -2.25
H: 3.47 7.77 -3.83
H: 2.62 6.21 -3.97
H: 1.91 7.68 -4.65
H: 4.45 4.09 -4.52
H: 3.55 2.37 -2.97
H: -0.22 2.54 -4.99
H: 0.67 4.27 -6.52
O: 0.18 2.99 1.38
N: 0.18 1.83 1.08
O: 1.28 1.24 0.78
O: -0.88 1.14 1.10

no.,maximum force (eV/Å)
1,3.16
2,2.28
3,16.90
4,3.57
5,5.84
6,12.03
7,3.23
8,0.90